The following is a DFT calculation (ωB97M-V/def2-TZVPD) of a structure of composition C49H45AsBr3N4O3Pt.

Its energy above the lowest of the compared OMol25 structures with the same formula, charge and spin is 5.1 kcal per mole. The total charge is +1. As for the spin multiplicity: 5.

XYZ file:
```
106
Properties=species:S:1:pos:R:3:forces:R:3
Pt -0.417 -0.111 -0.606 -0.2 0.0 0.0
O -2.680 0.826 -3.684 0.1 0.0 0.1
C -2.921 2.164 -3.725 0.0 0.1 -0.1
C -3.834 2.650 -4.655 0.0 -0.1 0.0
C -4.096 4.007 -4.727 0.0 0.0 0.0
C -3.441 4.893 -3.880 0.0 0.0 0.0
C -2.535 4.399 -2.957 0.0 0.0 0.0
C -2.269 3.039 -2.852 0.0 -0.1 0.1
C -1.332 2.548 -1.755 -0.1 0.0 0.0
O -0.657 1.386 -2.131 0.0 0.1 -0.1
N -2.106 2.393 -0.479 0.0 0.1 -0.1
N -2.333 1.024 -0.171 0.0 -0.1 0.0
C -3.518 0.638 -0.427 0.0 0.1 0.0
C -4.028 -0.708 -0.236 0.0 -0.1 0.0
Br -2.958 -1.902 0.762 0.0 0.0 0.1
C -5.201 -1.021 -0.800 0.0 0.0 0.0
C -5.958 -2.269 -0.901 0.0 0.0 0.0
C -6.838 -2.373 -1.984 0.0 0.0 0.0
C -7.579 -3.523 -2.193 0.0 0.0 0.0
C -7.474 -4.581 -1.301 0.0 0.0 0.0
C -6.634 -4.476 -0.201 0.0 0.0 0.0
C -5.877 -3.332 0.000 0.0 0.0 0.0
H -1.870 0.765 -3.118 0.0 -0.1 0.0
H -4.318 1.945 -5.319 0.0 0.0 0.0
H -4.805 4.377 -5.456 0.0 0.0 0.0
H -3.635 5.955 -3.941 0.0 0.0 0.0
H -2.024 5.080 -2.285 0.0 0.0 0.0
H -0.622 3.358 -1.533 0.0 0.0 0.0
H -1.536 2.746 0.280 0.1 0.0 0.0
H -4.221 1.371 -0.821 0.0 0.0 0.0
H -5.653 -0.194 -1.343 0.0 0.0 0.0
H -6.937 -1.537 -2.668 0.0 0.0 0.0
H -8.247 -3.588 -3.041 0.0 0.0 0.0
H -8.058 -5.479 -1.453 0.0 0.0 0.0
H -6.570 -5.288 0.510 0.0 0.0 0.0
H -5.245 -3.264 0.871 0.0 0.0 0.0
Br -3.646 -2.709 -3.809 0.0 0.0 0.0
C -1.858 -2.331 -4.119 -0.1 -0.1 0.1
C -1.265 -2.625 -5.333 0.0 0.0 0.0
C 0.077 -2.372 -5.537 0.0 0.0 0.0
Br 0.806 -2.784 -7.205 0.0 0.0 0.0
C 0.917 -1.832 -4.502 0.0 0.0 0.0
C 2.294 -1.602 -4.637 0.0 0.0 0.0
C 2.996 -1.107 -3.568 0.0 0.0 0.0
C 2.322 -0.841 -2.374 0.0 0.0 0.0
N 1.025 -1.040 -2.228 0.0 0.0 0.0
C 0.328 -1.520 -3.271 0.0 0.0 0.0
C -1.110 -1.720 -3.054 0.0 0.0 0.0
O -1.652 -1.361 -1.995 0.1 0.0 -0.2
H -1.858 -3.054 -6.128 0.0 0.0 0.0
H 2.790 -1.819 -5.572 0.0 0.0 0.0
H 4.058 -0.922 -3.635 0.0 0.0 0.0
H 2.854 -0.450 -1.518 0.0 0.0 0.0
C 4.362 3.140 6.426 0.0 0.0 0.0
C 3.901 2.495 5.150 0.0 0.0 0.0
C 3.054 1.395 5.164 0.0 0.0 0.0
C 2.620 0.783 3.996 0.0 0.0 0.0
C 1.704 -0.403 4.107 0.0 0.0 0.0
C 3.051 1.301 2.765 0.0 0.0 0.0
As 2.513 0.527 1.064 0.0 0.0 0.0
N 0.722 0.754 0.924 0.0 0.0 0.1
C 0.170 1.847 1.636 0.1 0.0 0.0
C 0.670 3.140 1.488 0.0 0.0 0.0
C 0.087 4.190 2.181 0.0 0.0 0.0
C -0.992 3.960 3.024 0.0 0.0 0.0
C -1.490 2.671 3.166 0.0 0.0 0.0
C -0.920 1.616 2.472 0.0 0.0 0.0
C 2.966 -1.372 1.169 0.0 0.0 0.0
C 4.354 -1.570 1.097 0.0 0.0 0.0
C 5.338 -0.440 0.916 0.0 0.0 0.0
C 4.864 -2.857 1.235 0.0 0.0 0.0
C 4.039 -3.950 1.438 0.0 0.0 0.0
C 4.596 -5.336 1.598 0.0 0.0 0.0
C 2.667 -3.730 1.484 0.0 0.0 -0.1
C 2.104 -2.469 1.346 0.0 0.0 0.0
C 0.603 -2.380 1.391 0.0 0.0 0.0
C 3.905 2.413 2.722 0.0 0.0 0.0
C 4.434 3.031 1.451 0.0 0.0 0.0
C 4.313 2.988 3.920 0.0 0.0 0.0
H 3.879 2.694 7.293 0.0 0.0 0.0
H 4.143 4.208 6.423 0.0 0.0 0.0
H 5.441 3.029 6.545 0.0 0.0 0.0
H 2.712 1.002 6.116 0.0 0.0 0.0
H 1.298 -0.476 5.114 0.0 0.0 0.0
H 2.231 -1.334 3.886 0.0 0.0 0.0
H 0.866 -0.319 3.418 0.0 0.0 0.0
H 1.495 3.319 0.808 0.0 0.0 0.0
H 0.474 5.193 2.054 0.0 0.0 0.0
H -1.447 4.781 3.560 0.0 0.0 0.0
H -2.337 2.486 3.815 0.0 0.0 0.0
H -1.324 0.614 2.553 0.0 0.0 0.0
H 5.020 0.275 0.153 0.0 0.0 0.0
H 6.308 -0.831 0.614 0.0 0.0 0.0
H 5.477 0.114 1.847 0.0 0.0 0.0
H 5.937 -3.001 1.186 0.0 0.0 0.0
H 5.683 -5.336 1.541 0.0 0.0 0.0
H 4.213 -6.000 0.821 0.0 0.0 0.0
H 4.305 -5.760 2.560 0.0 0.0 0.0
H 2.004 -4.576 1.634 0.0 0.0 0.0
H 0.176 -3.333 1.700 0.0 0.0 0.0
H 0.198 -2.170 0.394 0.0 0.0 0.0
H 0.243 -1.610 2.071 0.0 0.0 -0.1
H 3.898 2.714 0.558 0.0 0.0 0.0
H 5.486 2.774 1.312 0.0 0.0 0.0
H 4.372 4.118 1.509 0.0 0.0 0.0
H 4.967 3.853 3.886 0.0 0.0 0.0
```
Positions in Å, forces in eV/Å.

Löwdin atomic charge list, values in e, 99 entries: number 1, Pt, carries 1.138; number 2, O, carries 0.015; number 3, C, carries -0.272; number 4, C, carries -0.015; number 5, C, carries -0.085; number 6, C, carries -0.092; number 7, C, carries -0.040; number 8, C, carries -0.108; number 9, C, carries -0.378; number 10, O, carries -0.301; number 11, N, carries 0.034; number 12, N, carries -0.087; number 13, C, carries -0.160; number 14, C, carries -0.606; number 15, Br, carries 0.872; number 16, C, carries -0.071; number 17, C, carries -0.240; number 18, C, carries -0.062; number 19, C, carries -0.071; number 20, C, carries -0.070; number 21, C, carries -0.066; number 22, C, carries -0.053; number 23, H, carries 0.041; number 24, H, carries 0.115; number 25, H, carries 0.104; number 26, H, carries 0.100; number 27, H, carries 0.114; number 28, H, carries 0.138; number 29, H, carries 0.068; number 30, H, carries 0.150; number 31, H, carries 0.127; number 32, H, carries 0.116; number 33, H, carries 0.109; number 34, H, carries 0.108; number 35, H, carries 0.109; number 36, H, carries 0.056; number 37, Br, carries 0.953; number 38, C, carries -0.564; number 39, C, carries -0.145; number 40, C, carries -0.582; number 41, Br, carries 0.896; number 42, C, carries -0.164; number 43, C, carries -0.001; number 44, C, carries -0.002; number 45, C, carries -0.083; number 46, N, carries 0.052; number 47, C, carries -0.128; number 48, C, carries -0.366; number 49, O, carries -0.129; number 50, H, carries 0.108; number 51, H, carries 0.090; number 52, H, carries 0.120; number 53, H, carries 0.070; number 54, C, carries -0.038; number 55, C, carries -0.248; number 56, C, carries 0.000; number 57, C, carries -0.248; number 58, C, carries -0.036; number 59, C, carries -0.273; number 60, As, carries 1.377; number 61, N, carries -0.305; number 62, C, carries -0.428; number 63, C, carries -0.062; number 64, C, carries -0.063; number 65, C, carries -0.071; number 66, C, carries -0.060; number 67, C, carries -0.066; number 68, C, carries -0.281; number 69, C, carries -0.284; number 70, C, carries -0.071; number 71, C, carries -0.004; number 72, C, carries -0.250; number 73, C, carries -0.038; number 74, C, carries -0.005; number 75, C, carries -0.267; number 76, C, carries -0.091; number 77, C, carries -0.292; number 78, C, carries -0.078; number 79, C, carries -0.009; number 80, H, carries 0.078; number 81, H, carries 0.087; number 82, H, carries 0.088; number 83, H, carries 0.120; number 84, H, carries 0.089; number 85, H, carries 0.089; number 86, H, carries 0.038; number 87, H, carries 0.105; number 88, H, carries 0.112; number 89, H, carries 0.108; number 90, H, carries 0.112; number 91, H, carries 0.101; number 92, H, carries 0.053; number 93, H, carries 0.086; number 94, H, carries 0.085; number 95, H, carries 0.121; number 96, H, carries 0.078; number 97, H, carries 0.087; number 98, H, carries 0.088; number 99, H, carries 0.125